Record 1
Computed, not measured: a molecular structure, AlF24P4, with ωB97M-V/def2-TZVPD.

XYZ file:
```
29
Properties=species:S:1:pos:R:3:nbo_charge:R:1
P -2.0501 4.3318 -0.6090 2.58
P -1.8126 -4.1092 -1.5325 2.56
P 5.7321 0.2839 -3.8613 2.59
P -2.2372 -0.5303 5.8474 2.56
Al 1.9911 -0.0886 0.8580 1.00
F -2.0931 -0.7397 7.4422 -0.52
F 4.5151 1.2334 -3.6584 -0.53
F 6.7227 1.5094 -4.2757 -0.55
F -0.8102 0.3001 5.9810 -0.50
F -3.1622 0.8402 6.0061 -0.52
F 4.8416 -0.9772 -3.4032 -0.55
F -1.6872 -4.8496 -3.0023 -0.53
F 5.4898 0.0681 -5.4613 -0.54
F -0.8878 -2.9989 -2.1699 -0.52
F -2.9372 -5.1474 -0.8777 -0.53
F -3.4148 4.5137 0.2209 -0.50
F -2.1081 -0.1080 4.2612 -0.46
F -1.2942 -1.8643 5.4527 -0.52
F -2.9700 4.7395 -1.9012 -0.51
F -3.0075 -3.0135 -1.9096 -0.47
F -1.7548 -3.4023 -0.0394 -0.47
F -0.5564 -4.9807 -0.9434 -0.50
F -1.3066 3.8744 0.6969 -0.53
F -2.2076 2.7371 -0.8214 -0.46
F -3.5901 -1.4176 5.6636 -0.53
F -0.6464 4.0206 -1.4356 -0.48
F 6.9987 -0.7894 -3.7379 -0.52
F -1.7612 5.9134 -0.4894 -0.53
F 6.0045 0.6512 -2.3010 -0.52
```

Calculated values
- ΔE to the lowest compared entry with this formula, charge and spin (kJ/mol) = 952.27
- LUMO (hartree) = -0.3198
- net charge = -1
- HOMO energy (eV) = -10.1
- Kohn-Sham gap (Ha) = 0.053


Record 2
Computed, not measured: a molecular structure, AlH10O5, with ωB97M-V/def2-TZVPD.

XYZ file:
```
16
Properties=species:S:1:pos:R:3:nbo_charge:R:1
Al -0.3009 0.4019 -0.7807 1.67
O 0.4172 -2.3725 -0.0176 -0.97
O 2.5092 -0.4382 -0.9575 -0.97
O -1.6454 -0.6327 1.6638 -0.97
O -3.1668 0.8383 -0.7323 -0.92
O 1.7888 2.4914 -0.2939 -0.96
H 2.9531 -0.9687 -0.2958 0.51
H 0.6513 -2.7515 0.8297 0.51
H -2.4000 -0.1114 1.9376 0.50
H 3.2135 -0.1214 -1.5231 0.51
H 2.7295 2.3212 -0.3410 0.51
H -3.4787 1.4728 -1.3776 0.51
H 1.7210 3.3503 0.1233 0.51
H -1.5388 -1.2835 2.3576 0.52
H 0.3161 -3.1268 -0.5982 0.51
H -3.7691 0.9309 0.0058 0.52
```

Calculated values
- ΔE to the lowest compared entry with this formula, charge and spin (kJ/mol) = 13.62
- multiplicity = 2
- LUMO (spin up / spin down) (hartree) = -0.3476 / -0.5181
- net charge = +2
- HOMO energy (spin up / spin down) (eV) = -19.6 / -19.5
- Kohn-Sham gap (spin up / spin down) (Ha) = 0.371 / 0.198


Record 3
Computed, not measured: a molecular structure, AlH12O6, with ωB97M-V/def2-TZVPD.

XYZ file:
```
19
Properties=species:S:1:pos:R:3:nbo_charge:R:1
Al 0.3310 -0.2950 0.0821 2.03
O -2.1043 1.2365 0.3070 -0.95
O -0.5429 0.1937 2.7630 -0.93
O 2.7286 -1.8904 0.1452 -0.87
O -1.8171 -0.7084 -1.8108 -0.94
O 0.7992 2.4765 0.7863 -0.88
O 1.0717 -1.3505 -2.5064 -0.92
H 1.5394 3.1149 0.8049 0.55
H 0.0249 0.2395 3.5545 0.54
H 1.6210 -2.1080 -2.7767 0.55
H -1.7028 -0.6396 -2.7718 0.53
H -1.4423 0.0514 3.1066 0.54
H -2.7708 -0.8384 -1.6754 0.54
H 2.7371 -2.8468 0.3477 0.54
H -2.5227 1.9787 -0.1645 0.54
H 0.2422 2.7090 1.5505 0.53
H 3.5636 -1.5445 0.5173 0.54
H 0.9332 -0.8341 -3.3187 0.53
H -2.6890 1.0555 1.0591 0.52
```

Calculated values
- ΔE to the lowest compared entry with this formula, charge and spin (kJ/mol) = 1033.45
- LUMO (hartree) = -0.6833
- net charge = +3
- HOMO energy (eV) = -23.4
- Kohn-Sham gap (Ha) = 0.175


Record 4
Computed, not measured: a molecular structure, ArH22O11, with ωB97M-V/def2-TZVPD.

XYZ file:
```
34
Properties=species:S:1:pos:R:3:nbo_charge:R:1
Ar -0.2467 0.4241 0.0145 0.00
O 4.0088 -0.0272 -0.1492 -0.98
O -2.0415 3.6100 -0.4584 -0.97
O 0.7471 3.7018 -0.1719 -0.96
O -1.1507 -1.9622 2.4780 -0.93
O -3.2773 0.8308 -1.4383 -0.95
O -4.1534 -0.7941 2.2250 -0.93
O 1.0865 -2.4039 1.1437 -0.99
O 2.4668 -0.0803 2.0549 -0.95
O -1.9520 -2.0959 -2.0969 -0.97
O 2.8312 2.2485 -1.8768 -0.96
O 0.8726 -1.8598 -1.5988 -0.99
H -4.7141 -1.5658 2.3044 0.46
H -1.7210 -2.6415 2.1180 0.48
H 1.9793 0.7040 2.3068 0.48
H -3.2918 1.2404 -2.3033 0.47
H 1.6623 -1.4935 -1.9968 0.48
H -2.6847 0.0855 -1.5356 0.48
H 3.4781 -0.1603 0.6363 0.49
H 1.2223 -3.3465 1.0470 0.49
H 1.4864 3.3522 -0.6693 0.50
H -0.6606 -2.4033 3.1719 0.48
H -1.0849 -1.9050 -1.7391 0.49
H 0.1701 -2.3192 1.4069 0.49
H -1.1159 3.4295 -0.2943 0.48
H 2.2868 1.6412 -2.3778 0.48
H 3.8973 0.8998 -0.3599 0.46
H 1.0920 3.8310 0.7116 0.47
H -2.4838 2.7809 -0.2761 0.47
H 1.0611 -1.8736 -0.6604 0.50
H 1.8066 -0.7725 2.0207 0.50
H -3.4754 -1.0532 1.6010 0.46
H 3.7207 2.0899 -2.1927 0.48
H -1.8221 -2.1122 -3.0451 0.47
```

Calculated values
- ΔE to the lowest compared entry with this formula, charge and spin (kJ/mol) = 85.35
- LUMO (hartree) = -0.0109
- HOMO energy (eV) = -10.2
- Kohn-Sham gap (Ha) = 0.362


Record 5
Computed, not measured: a molecular structure, ArH22O11, with ωB97M-V/def2-TZVPD.

XYZ file:
```
34
Properties=species:S:1:pos:R:3:nbo_charge:R:1
Ar 3.7512 4.3498 -17.5197 0.00
O 7.2122 2.0238 -17.2346 -0.96
O 2.4552 4.9800 -14.4385 -0.95
O 7.3543 6.4302 -15.6838 -0.98
O 1.0593 2.6866 -15.9611 -0.96
O 1.8208 7.4818 -16.2804 -0.96
O 6.4276 6.7385 -19.0778 -0.96
O 2.8019 5.0155 -20.8913 -0.94
O 6.9413 3.6390 -15.0323 -0.95
O 4.8914 7.3111 -16.6176 -0.98
O 0.1512 5.0039 -17.0629 -0.96
O 7.1930 3.7474 -19.5409 -0.98
H 2.9582 5.5182 -15.0496 0.46
H 2.3967 4.3500 -21.4473 0.47
H 6.8317 4.6127 -19.3489 0.48
H 1.4241 8.3169 -16.5283 0.47
H 7.6928 3.3100 -14.5391 0.49
H 5.6222 6.7157 -18.5611 0.48
H 1.1318 6.8347 -16.4311 0.49
H 1.8810 4.4558 -14.9968 0.48
H 3.2243 5.6164 -21.5052 0.47
H 6.9200 7.4782 -18.7221 0.47
H 0.5667 5.3002 -17.8727 0.49
H 6.1812 3.2505 -14.5992 0.50
H 6.5204 6.7417 -16.0356 0.48
H 5.0104 8.2382 -16.4116 0.48
H 0.6442 3.4141 -16.4245 0.48
H -0.7779 5.1998 -17.1843 0.49
H 7.0733 3.2521 -18.7306 0.48
H 7.1554 2.5604 -16.4440 0.48
H 8.1514 1.9219 -17.3886 0.47
H 0.3602 2.3146 -15.4234 0.47
H 7.2152 5.4960 -15.5284 0.48
H 3.9578 7.2261 -16.8111 0.51
```

Calculated values
- ΔE to the lowest compared entry with this formula, charge and spin (kJ/mol) = 83.05
- LUMO (hartree) = -0.0103
- HOMO energy (eV) = -9.9
- Kohn-Sham gap (Ha) = 0.352


Record 6
Computed, not measured: a molecular structure, ArH24O12, with ωB97M-V/def2-TZVPD.

XYZ file:
```
37
Properties=species:S:1:pos:R:3:nbo_charge:R:1
Ar -10.1296 20.3809 -0.2932 0.00
O -9.6769 22.8761 2.5498 -0.96
O -10.1873 24.3060 0.1263 -0.94
O -7.0993 22.3458 -2.5800 -0.94
O -13.8878 19.1354 -0.1602 -0.96
O -8.1501 17.5442 0.5418 -0.95
O -12.7355 19.2248 -3.4583 -0.94
O -11.5680 18.2274 1.5548 -0.95
O -10.0341 17.8255 -3.3677 -0.96
O -6.6614 19.8223 0.7635 -0.95
O -9.5277 20.0429 2.8183 -0.97
O -11.7722 22.0431 -2.5506 -0.95
O -10.8012 16.9978 -0.8293 -0.98
H -12.4051 19.8992 -2.8647 0.48
H -10.2985 19.7836 2.3135 0.47
H -12.3832 18.5559 1.1756 0.49
H -10.5170 18.6505 -3.3183 0.47
H -6.2082 22.5789 -2.8403 0.47
H -14.5065 19.6110 0.3942 0.48
H -11.0173 24.0017 -0.2405 0.47
H -9.6826 23.0728 1.6130 0.49
H -6.5260 19.9238 -0.1786 0.45
H -12.2253 22.7009 -2.0231 0.46
H -7.0524 21.4124 -2.3729 0.47
H -7.2985 17.6502 0.1179 0.47
H -10.3685 25.1980 0.4225 0.48
H -11.3564 16.2477 -0.6168 0.47
H -11.0346 22.5134 -2.9391 0.49
H -13.1387 18.5751 -2.8826 0.46
H -9.4414 20.9828 2.6590 0.48
H -11.0803 17.6828 -0.2218 0.50
H -9.9559 17.5383 -2.4579 0.48
H -14.3527 19.0123 -0.9878 0.48
H -11.7875 17.3520 1.8738 0.48
H -9.1376 23.5659 2.9366 0.47
H -8.6165 16.9164 -0.0101 0.48
H -7.5628 19.5103 0.8441 0.50
```

Calculated values
- ΔE to the lowest compared entry with this formula, charge and spin (kJ/mol) = 179.67
- LUMO (hartree) = -0.0102
- HOMO energy (eV) = -10.0
- Kohn-Sham gap (Ha) = 0.358